Record 1
ORCA calculation (the ωB97M-V functional and the def2-TZVPD basis) on the ion C4H8N3O3 with charge +1.

Its spin multiplicity is 1. Its SMILES is CO[C@@]1(O)[C@H]2C(=[NH2+])NON21. Its LUMO energy is -3.4 eV. The charge is +1. As for the orbital gap: 8.7 eV.

XYZ file:
```
18
Properties=species:S:1:pos:R:3:forces:R:3
C 2.478307 0.217423 -0.981867 0.73 0.17 -0.18
O 1.136709 -0.251503 -0.784633 -0.30 -0.62 0.51
C 0.844972 -0.886496 0.317570 -1.79 0.43 -1.08
O 1.724287 -1.032885 1.278584 0.20 0.09 -0.33
C -0.857719 -0.456304 0.974769 -0.54 0.40 0.50
C -1.992961 -0.071930 0.177381 2.05 -0.22 0.00
N -2.809978 0.934723 0.432777 -0.18 -0.09 -0.12
N -1.974169 -0.820219 -0.929368 0.21 0.40 0.48
O -1.049028 -1.893865 -0.801376 0.21 -0.30 -0.67
N -0.317477 -1.707996 0.394499 0.23 -0.04 0.67
H 2.409817 0.991688 -1.741988 -0.01 -0.07 0.11
H 3.087920 -0.611928 -1.348470 -0.08 0.13 0.06
H 2.904048 0.611457 -0.061383 -0.10 0.05 -0.06
H 1.527562 -1.793021 1.850289 -0.17 -0.04 -0.11
H -0.858255 -0.379277 2.047075 -0.32 -0.10 0.18
H -2.629381 1.516461 1.234390 -0.05 -0.01 -0.05
H -3.577826 1.179100 -0.170454 0.00 -0.03 0.03
H -2.672453 -0.988779 -1.634994 -0.08 -0.13 0.06
```
Forces are in eV/Å.

In the Mulliken picture, each atom carries the following charge in e: number 1, C, carries -0.74; number 2, O, carries -0.32; number 3, C, carries 1.07; number 4, O, carries -0.44; number 5, C, carries -0.60; number 6, C, carries 0.45; number 7, N, carries -0.38; number 8, N, carries -0.05; number 9, O, carries -0.24; number 10, N, carries -0.20; number 11, H, carries 0.26; number 12, H, carries 0.32; number 13, H, carries 0.36; number 14, H, carries 0.39; number 15, H, carries 0.39; number 16, H, carries 0.23; number 17, H, carries 0.22; number 18, H, carries 0.26


Record 2
ORCA calculation (the ωB97M-V functional and the def2-TZVPD basis) on a structure of composition C23H22AuBrCl2N5O5S.

Its spin multiplicity is 3. Its LUMO energy (spin up / spin down) is -3.8 / -6.1 eV. The charge is +1. As for the orbital gap (spin up / spin down): 6.3 / 4.0 eV.

XYZ file:
```
60
Properties=species:S:1:pos:R:3:forces:R:3
Au 8.857991 11.316547 7.542602 0.73 -0.67 1.10
Cl 14.967860 15.339268 8.525414 -0.49 -0.10 0.28
C 13.720490 14.164842 8.665596 0.50 -0.39 -0.48
C 14.099379 12.821744 8.510953 1.09 0.15 0.62
C 13.140523 11.844331 8.436706 0.92 -0.03 0.02
Cl 13.642011 10.226840 8.250851 -0.28 0.07 0.03
C 11.736298 12.171008 8.396750 -2.13 -0.47 -0.96
O 10.943664 11.254820 7.950341 2.02 2.02 1.02
C 11.340299 13.581183 8.759342 4.12 -1.34 -0.49
C 9.995489 13.948088 8.894599 -3.29 0.69 -0.93
O 9.043332 13.482292 8.224619 1.51 0.80 1.10
C 12.389131 14.535192 8.853434 -1.71 -1.08 0.24
H 15.204190 12.613636 8.552075 -1.43 -0.09 -0.35
H 9.771514 14.824773 9.524734 0.10 -0.27 0.02
H 12.199068 15.571366 9.075602 -0.33 0.18 0.02
C 5.221896 13.450912 9.719587 1.40 0.74 -0.71
N 5.896208 13.980022 8.454242 -0.66 -1.40 1.05
C 5.771451 15.337765 7.908243 -0.69 0.09 1.03
C 6.538936 15.271659 6.629086 0.54 0.41 -1.06
N 6.681340 13.838417 6.438744 0.95 -0.19 -1.15
C 6.435301 13.157745 7.549243 -0.98 0.54 0.53
S 6.601707 11.437702 7.697831 -0.96 0.25 -0.21
H 5.164270 14.270589 10.461806 0.05 -0.52 -0.52
H 5.876050 12.645840 10.076457 -0.09 0.33 0.18
H 4.248223 13.030305 9.506059 -0.28 0.20 -0.20
H 6.120256 16.077651 8.617474 0.36 0.03 0.16
H 4.745563 15.615799 7.704771 -0.52 -0.32 0.08
H 7.516062 15.768822 6.671579 -0.11 -0.17 0.07
H 5.967153 15.709118 5.805643 0.21 -0.06 0.07
H 7.231912 13.457830 5.671371 -0.34 0.01 0.47
Br 5.498124 11.331742 15.955712 -0.20 0.07 -0.34
C 7.226498 11.410106 15.173644 1.04 0.42 0.62
C 8.292801 11.187461 16.098350 -1.11 -0.35 -1.09
C 9.578066 11.207013 15.582390 0.43 0.17 0.83
C 9.819654 11.564355 14.293175 0.23 -0.22 -2.67
C 8.762808 11.786915 13.375343 -0.27 0.14 0.28
C 7.432247 11.748801 13.811232 1.21 -0.58 2.01
C 9.067160 12.030955 11.907452 2.29 0.18 -1.48
O 10.297555 12.307448 11.648907 -2.08 -0.15 0.04
O 8.173473 11.881122 10.997909 0.32 -0.10 1.03
H 8.096727 10.919139 17.147952 -0.01 0.22 -0.71
H 10.462661 10.968552 16.160374 -0.28 0.00 0.45
H 10.846823 11.542965 13.863904 -0.94 0.19 0.49
H 6.635319 12.004955 13.156984 -0.56 -0.09 -0.41
C 10.432494 6.264377 6.052163 0.38 -0.48 0.52
N 9.654953 7.059353 6.989810 -0.29 -0.34 1.41
C 8.978277 6.393110 7.982889 0.06 1.99 -0.07
C 8.222638 7.080078 8.915377 0.47 -2.70 -0.86
C 8.419695 8.467068 8.995884 0.62 1.61 -0.28
N 8.976701 9.127341 7.928360 0.11 -0.43 0.05
C 9.663617 8.469549 6.919080 -0.31 -0.23 -0.96
O 10.214233 9.022671 5.968299 -0.68 -0.07 1.28
N 8.181196 9.132471 10.123426 -0.45 0.76 -0.51
H 9.803195 5.534102 5.548844 -0.13 0.27 -0.26
H 11.214227 5.686712 6.568243 -0.17 0.34 0.03
H 10.896609 6.963598 5.395184 0.24 0.17 -0.74
H 9.217288 5.339539 7.994501 -0.74 -0.20 0.05
H 7.556272 6.467805 9.534697 0.57 0.70 0.26
H 7.773536 8.609051 10.881127 -0.05 0.08 0.04
H 8.217666 10.186712 10.252170 0.09 -0.80 -0.06
```
Forces are in eV/Å.

In the Mulliken picture, each atom carries the following charge in e: number 1, Au, carries 1.00; number 2, Cl, carries -0.14; number 3, C, carries 0.39; number 4, C, carries -0.57; number 5, C, carries 0.15; number 6, Cl, carries -0.12; number 7, C, carries 0.48; number 8, O, carries -0.55; number 9, C, carries 0.74; number 10, C, carries -0.36; number 11, O, carries -0.63; number 12, C, carries -0.81; number 13, H, carries 0.37; number 14, H, carries 0.47; number 15, H, carries 0.49; number 16, C, carries -0.68; number 17, N, carries 0.21; number 18, C, carries -0.56; number 19, C, carries -0.46; number 20, N, carries 0.00; number 21, C, carries -0.08; number 22, S, carries -0.37; number 23, H, carries 0.31; number 24, H, carries 0.11; number 25, H, carries 0.31; number 26, H, carries 0.38; number 27, H, carries 0.36; number 28, H, carries 0.23; number 29, H, carries 0.35; number 30, H, carries 0.32; number 31, Br, carries -0.22; number 32, C, carries 0.26; number 33, C, carries -0.52; number 34, C, carries -0.41; number 35, C, carries -0.43; number 36, C, carries 0.54; number 37, C, carries -0.57; number 38, C, carries 0.15; number 39, O, carries -0.72; number 40, O, carries -0.48; number 41, H, carries 0.38; number 42, H, carries 0.36; number 43, H, carries 0.33; number 44, H, carries 0.57; number 45, C, carries -1.09; number 46, N, carries 0.01; number 47, C, carries -0.24; number 48, C, carries -0.98; number 49, C, carries 0.81; number 50, N, carries -0.05; number 51, C, carries 0.57; number 52, O, carries -0.64; number 53, N, carries -0.06; number 54, H, carries 0.35; number 55, H, carries 0.37; number 56, H, carries 0.36; number 57, H, carries 0.46; number 58, H, carries 0.40; number 59, H, carries 0.23; number 60, H, carries -0.07


How do the records compare in energy above the lowest of the compared OMol25 structures with the same formula, charge and spin? In the order shown, they have 49.6, 0.0 kcal per mole.
How do the records compare in electronic energy? In the order shown, they have -14878.6699, -151503.2216 eV.